# 1
The following is a DFT calculation (ωB97M-V/def2-TZVPD) of H4INSi in the gas phase in a non-equilibrium geometry.

```
7
Properties=species:S:1:pos:R:3:forces:R:3:lowdin_charge:R:1
I 2.68234 -0.07427 0.25864 -1.03 -0.09 0.06 0.178
Si 0.18582 -0.77786 0.18467 -0.09 5.72 0.28 0.341
N -1.02087 0.88548 0.07118 5.50 -1.38 1.84 -0.169
H 0.37160 -1.23945 -1.14498 -0.56 -1.47 -0.62 -0.134
H -1.76412 0.67398 -0.46861 -3.39 -1.15 -2.17 -0.103
H -0.52165 1.58807 -0.49942 0.00 -0.45 0.54 -0.011
H 0.06689 -1.05597 1.59852 -0.43 -1.18 0.06 -0.103
```
Positions in Å, forces in eV/Å.

## Properties
**SMILES**: N[SiH2]I
**E_HOMO**: -9.4466 eV
**Kohn-Sham gap**: 0.3414 Eh
**Energy relative to the best compared isomer or geometry (same formula, charge and spin)**: 1.5271 eV

# 2
The following is a DFT calculation (ωB97M-V/def2-TZVPD) of a molecular structure, H4IO2Zn in a non-equilibrium geometry.

```
8
Properties=species:S:1:pos:R:3:forces:R:3:lowdin_charge:R:1
I -0.40578 -1.28299 0.54549 -0.51 1.15 0.00 0.176
Zn -1.96570 2.44000 0.63203 0.78 -1.14 0.43 0.875
O 1.12412 -3.23381 -3.81610 0.13 -0.12 0.12 -0.049
O -0.33359 2.61552 3.15326 -0.45 -0.08 -0.64 -0.138
H 0.31304 1.91409 3.23131 0.22 -0.29 0.00 0.039
H 1.00040 -2.52133 -3.18897 0.04 0.18 0.11 0.012
H -0.12166 3.21774 3.86646 -0.04 0.34 0.22 0.053
H 0.38916 -3.14921 -4.42349 -0.17 -0.05 -0.24 0.033
```
Positions in Å, forces in eV/Å.

## Properties
**Net charge**: +1
**E_HOMO**: -13.6768 eV
**Kohn-Sham gap**: 0.1533 Eh
**Energy relative to the best compared isomer or geometry (same formula, charge and spin)**: 0.1899 eV

# 3
The following is a DFT calculation (ωB97M-V/def2-TZVPD) of 2 unconnected molecules or ions with the total composition H4IP3.

```
8
Properties=species:S:1:pos:R:3:forces:R:3:lowdin_charge:R:1
I -3.65740 0.03308 0.28344 -0.66 0.04 -0.18 0.364
P 0.38354 -1.23496 0.20848 -0.63 0.08 0.40 0.335
P 0.54427 1.91088 0.09426 -0.13 -0.82 0.08 0.292
P 1.65593 0.35019 -0.57109 0.12 0.87 -0.10 0.083
H 1.44579 -1.98673 0.70343 0.39 -0.28 0.25 -0.180
H 1.38492 2.88467 -0.44713 0.37 0.37 -0.22 -0.247
H 0.38339 -1.95515 -0.98611 -0.07 -0.23 -0.42 -0.170
H -2.14044 -0.00197 0.71473 0.61 -0.03 0.18 -0.476
```
Positions in Å, forces in eV/Å.

## Properties
**E_HOMO**: -9.0510 eV
**Kohn-Sham gap**: 0.2905 Eh
**Energy relative to the best compared isomer or geometry (same formula, charge and spin)**: 0.0000 eV

# 4
The following is a DFT calculation (ωB97M-V/def2-TZVPD) of 2 unconnected molecules or ions with the total composition H4N2O in a non-equilibrium geometry.

```
7
Properties=species:S:1:pos:R:3:forces:R:3:lowdin_charge:R:1
O -2.28672 -0.02157 -0.04944 1.41 -0.11 -0.86 -0.105
N 0.79521 0.41249 -0.17269 2.96 -1.67 -1.49 -0.033
N 1.70183 -0.51031 -0.16071 -2.31 2.59 2.39 -0.014
H 2.39483 -0.20597 0.59976 0.04 -0.40 -1.70 0.061
H 1.21207 1.30499 0.17597 -0.74 -0.56 0.75 0.060
H -2.40256 -0.95479 0.14329 -0.21 -0.12 0.12 0.019
H -1.41467 -0.02485 -0.53619 -1.15 0.27 0.79 0.011
```
Positions in Å, forces in eV/Å.

## Properties
**SMILES**: [H]/N=N\[H].O
**E_HOMO**: -10.3651 eV
**Kohn-Sham gap**: 0.3754 Eh
**Energy relative to the best compared isomer or geometry (same formula, charge and spin)**: 0.3970 eV

# 5
The following is a DFT calculation (ωB97M-V/def2-TZVPD) of 2 unconnected molecules or ions with the total composition H4N2O2 in a non-equilibrium geometry.

```
8
Properties=species:S:1:pos:R:3:forces:R:3:lowdin_charge:R:1
O -1.85906 0.37684 -0.11252 0.52 -0.34 -0.87 -0.119
O 0.88100 -0.51824 -0.03869 1.61 0.97 -0.02 -0.196
N -1.11229 -0.65386 -0.00126 -1.90 0.40 -4.78 -0.098
N 1.49211 0.64765 0.01388 -0.99 1.85 1.73 -0.073
H -1.12800 -0.93517 0.89156 0.68 -1.94 4.04 0.061
H 1.62994 1.21531 -0.84441 -0.51 -0.98 0.35 0.098
H -1.11495 -1.45282 -0.75380 -0.05 2.08 1.49 0.182
H 1.21125 1.32027 0.84523 0.64 -2.04 -1.96 0.144
```
Positions in Å, forces in eV/Å.

## Properties
**E_HOMO (alpha / beta)**: -8.8789 / -8.4801 eV
**Kohn-Sham gap (alpha / beta)**: 0.3490 / 0.3266 Eh
**Energy relative to the best compared isomer or geometry (same formula, charge and spin)**: 2.2934 eV

# 6
The following is a DFT calculation (ωB97M-V/def2-TZVPD) of 2 unconnected molecules or ions with the total composition H4N2O2P in a non-equilibrium geometry.

```
9
Properties=species:S:1:pos:R:3:forces:R:3:lowdin_charge:R:1
P 1.09026 -0.02720 0.22655 -1.72 2.68 2.18 0.188
O 2.18746 -0.95114 0.09030 2.01 -2.33 0.48 -0.409
O 1.37563 1.45014 0.16303 -0.97 -0.99 -0.39 -0.460
N -0.16774 -0.63883 -0.73967 -0.81 1.01 0.21 -0.283
N -1.27297 0.24685 -0.57862 -2.18 0.19 0.95 -0.168
H -0.08063 -0.07419 1.70137 1.79 -0.23 -1.52 -0.003
H -1.53518 0.34594 0.47490 1.01 0.24 -2.12 0.025
H -0.50723 -1.51158 -0.32717 0.58 0.11 -0.42 0.062
H -1.08961 1.16003 -1.01069 0.28 -0.69 0.63 0.047
```
Positions in Å, forces in eV/Å.

## Properties
**Net charge**: -1
**E_HOMO**: -4.4838 eV
**Kohn-Sham gap**: 0.3427 Eh
**Energy relative to the best compared isomer or geometry (same formula, charge and spin)**: 3.3588 eV

# 7
The following is a DFT calculation (ωB97M-V/def2-TZVPD) of H4N2O2S in the gas phase in a non-equilibrium geometry.

```
9
Properties=species:S:1:pos:R:3:forces:R:3:lowdin_charge:R:1
S 0.05155 0.59825 0.11578 -2.06 -0.48 -0.70 0.440
O 1.21879 1.39526 -0.01509 0.43 0.37 -0.31 -0.292
O -1.19729 1.18148 0.54379 0.55 0.23 -0.71 -0.325
N -0.36501 -0.38614 -1.20353 -0.15 2.53 -1.96 -0.129
N 0.41045 -0.62593 1.03007 -2.13 -4.61 0.84 -0.119
H 0.47931 -0.62321 -1.85080 -2.04 0.88 1.49 0.114
H -1.11057 0.26997 -1.66678 1.87 -1.93 0.35 0.105
H 0.91532 -0.44474 1.83661 1.16 0.58 1.72 0.043
H -0.40256 -1.36492 1.20995 2.36 2.46 -0.71 0.162
```
Positions in Å, forces in eV/Å.

## Properties
**SMILES**: NS(N)(=O)=O
**E_HOMO**: -10.4580 eV
**Kohn-Sham gap**: 0.4056 Eh
**Energy relative to the best compared isomer or geometry (same formula, charge and spin)**: 0.7471 eV

# 8
The following is a DFT calculation (ωB97M-V/def2-TZVPD) of 2 unconnected molecules or ions with the total composition H4N2O2Si in a non-equilibrium geometry.

```
9
Properties=species:S:1:pos:R:3:forces:R:3:lowdin_charge:R:1
Si -0.32647 -0.12679 0.64653 2.53 2.00 -0.51 0.666
O 1.41038 -2.08336 -0.05794 -0.03 0.74 -1.25 0.006
O 0.91880 -0.39382 -1.48109 1.03 -2.15 0.87 -0.068
N 0.81719 -1.08620 -0.43083 -0.81 1.21 -0.03 -0.496
N -1.11533 0.96242 -0.38165 1.54 -1.19 -0.10 -0.092
H -0.93901 -0.88515 1.67348 -0.84 -0.58 0.57 -0.073
H -0.69772 1.13588 -1.30827 -0.67 -0.05 0.92 0.058
H -2.03819 1.20328 -0.18268 -1.57 0.76 -0.16 0.003
H 1.97036 1.27373 1.52244 -1.18 -0.74 -0.31 -0.005
```
Positions in Å, forces in eV/Å.

## Properties
**E_HOMO (alpha / beta)**: -8.0389 / -9.8830 eV
**Kohn-Sham gap (alpha / beta)**: 0.2622 / 0.3262 Eh
**Energy relative to the best compared isomer or geometry (same formula, charge and spin)**: 3.9625 eV

# 9
The following is a DFT calculation (ωB97M-V/def2-TZVPD) of H4N2O3Si in the gas phase in a non-equilibrium geometry.

```
10
Properties=species:S:1:pos:R:3:forces:R:3:lowdin_charge:R:1
Si -0.14570 -0.40352 0.43315 0.75 0.53 -0.07 0.492
O -1.48580 0.25635 1.04150 -0.77 -1.37 -2.59 -0.112
O 0.69446 0.52406 2.84007 -0.29 0.66 1.46 0.029
O 2.11342 -0.57537 1.67761 2.32 -0.83 0.16 0.021
N 1.01762 -0.16339 1.91091 -1.76 0.04 -2.07 -0.469
N 0.60736 0.42933 -0.86477 -1.74 0.79 -0.86 -0.058
H 0.02512 1.06649 -1.45502 0.31 -1.11 0.72 0.065
H -1.41694 0.65621 1.86568 0.21 1.22 2.46 0.013
H 1.41097 0.97650 -0.70125 1.30 0.32 0.50 0.013
H -0.17318 -1.80607 0.06423 -0.34 -0.25 0.30 0.006
```
Positions in Å, forces in eV/Å.

## Properties
**SMILES**: N[Si@H](O)[N+](=O)[O-]
**E_HOMO**: -10.4189 eV
**Kohn-Sham gap**: 0.3962 Eh
**Energy relative to the best compared isomer or geometry (same formula, charge and spin)**: 0.0000 eV

# 10
The following is a DFT calculation (ωB97M-V/def2-TZVPD) of a molecular structure, H4N2O4PS in a non-equilibrium geometry.

```
12
Properties=species:S:1:pos:R:3:forces:R:3:lowdin_charge:R:1
S 1.29564 0.06622 -0.06768 -1.40 -1.61 0.34 0.316
P -1.82155 -0.39393 -0.47678 0.83 1.98 -0.81 0.632
O 2.61055 -0.00023 -0.53169 3.32 -0.35 -0.92 -0.320
O 1.01782 1.13209 0.84736 -0.09 1.47 0.70 -0.352
O -1.40369 -1.59452 0.28153 -0.04 -1.52 1.08 -0.556
O 1.05761 -1.26297 0.79750 -1.34 0.49 -0.12 -0.265
N 0.28387 0.04696 -1.28560 0.74 -1.36 -1.85 -0.327
N -1.56958 0.90037 0.59822 -1.52 3.32 -1.66 -0.259
H -1.73178 1.90347 0.13233 -0.17 -2.95 0.91 0.078
H 0.85842 -0.52968 -2.05833 -2.03 1.49 2.22 0.087
H -0.00009 -1.34205 0.90195 1.59 -0.41 -0.56 0.035
H -0.59722 1.07426 0.86119 0.12 -0.53 0.66 -0.069
```
Positions in Å, forces in eV/Å.

## Properties
**Net charge**: -1
**E_HOMO**: -5.2030 eV
**Kohn-Sham gap**: 0.3384 Eh
**Energy relative to the best compared isomer or geometry (same formula, charge and spin)**: 1.0028 eV

Question: Which formula does entry 3 have?
Answer: H4IP3